14
Properties=species:S:1:pos:R:3 method="wB97M-V/def2-TZVPD" homo_energy_ha=-0.33371 orbital_gap_ha=0.375
C 0.743 -0.501 -0.412
C -2.717 0.313 1.138
C -0.264 -0.585 0.431
C -1.717 0.709 0.393
C 2.132 -0.879 -0.665
C 1.621 0.523 -1.088
H -3.527 1.058 1.510
H -3.022 -0.755 1.419
H -0.539 -1.275 1.266
H -1.279 1.591 0.097
H 3.006 -0.830 0.045
H 2.212 -1.499 -1.443
H 1.430 0.743 -2.141
H 1.922 1.387 -0.549

67
Properties=species:S:1:pos:R:3 method="wB97M-V/def2-TZVPD" multiplicity=4 charge=+2 homo_energy_ha="-0.51489 / -0.52407" s2=3.799 orbital_gap_ha="0.205 / 0.218"
P 1.042 2.974 0.338
P -2.683 2.035 -0.659
C -0.333 3.654 -0.849
C -1.808 3.593 -0.333
H -0.218 3.155 -1.843
H -0.119 4.728 -0.982
H -1.913 3.838 0.746
H -2.438 4.304 -0.904
C -2.814 1.629 -2.397
H -2.886 0.542 -2.544
H -1.948 2.046 -2.916
H -3.743 2.064 -2.757
C -4.421 1.919 -0.149
H -5.011 2.428 -0.915
H -4.677 2.381 0.799
H -4.826 0.907 -0.139
C 2.365 4.005 -0.683
H 3.380 3.972 -0.270
H 2.083 5.054 -0.768
H 2.439 3.637 -1.706
C 0.771 4.069 1.756
H -0.215 3.845 2.168
H 0.803 5.121 1.461
H 1.551 3.886 2.501
Re 1.349 0.766 0.623
C -2.766 -2.474 -0.067
C -2.367 -2.233 -1.323
C -1.205 -1.696 -2.091
C -0.525 -0.329 -2.009
C -0.368 0.525 -0.785
C -1.589 0.902 0.121
C -2.494 -0.177 0.688
C -2.146 -1.649 1.069
C 3.246 1.578 0.433
H -3.470 -3.256 0.213
H -3.051 -2.632 -2.064
H -1.551 -1.751 -3.138
H -0.364 -2.389 -2.037
H 0.427 -0.409 -2.576
H -1.091 0.311 -2.691
H 0.018 1.490 -1.213
H -1.182 1.571 0.952
H -3.295 -0.299 -0.051
H -2.973 0.287 1.549
H -1.069 -1.811 1.263
H -2.705 -1.833 2.015
H 4.027 0.908 0.836
H 3.246 2.546 0.990
H 3.256 1.773 -0.671
O 3.383 -7.156 1.670
N 3.136 -6.152 2.371
O 3.101 -6.219 3.626
C 2.839 -4.870 1.722
C 2.709 -4.786 0.319
C 2.367 -3.533 -0.210
C 2.084 -2.329 0.592
O 1.787 -1.198 0.035
C 2.254 -2.496 2.018
C 2.554 -3.769 2.564
N 2.058 -1.388 2.868
O 2.166 -1.558 4.072
O 1.600 -0.011 2.341
N 2.265 -3.505 -1.682
O 2.613 -4.525 -2.323
O 1.825 -2.507 -2.265
H 2.892 -5.647 -0.352
H 2.632 -3.857 3.645

60
Properties=species:S:1:pos:R:3 method="wB97M-V/def2-TZVPD" charge=-1 homo_energy_ha=-0.11679 orbital_gap_ha=0.197
Ti -1.103 -0.632 -0.821
C -4.626 2.347 0.508
C -4.111 1.066 0.458
N -2.805 0.830 0.531
C -2.009 1.891 0.664
C -2.535 3.186 0.617
N -3.834 3.419 0.557
C -0.584 1.599 0.912
C 0.231 2.482 1.526
C 1.544 2.055 1.956
C 1.815 0.726 1.914
C 0.907 -0.215 1.344
N -0.196 0.295 0.626
C 1.063 -1.584 1.403
C 2.304 -2.228 1.774
N 2.608 -3.456 1.545
C 1.643 -4.212 0.895
C 0.414 -3.729 0.642
N 0.061 -2.448 0.973
C 2.491 3.000 2.566
C 3.872 2.794 2.510
C 4.727 3.691 3.123
N 4.328 4.784 3.775
C 3.013 4.989 3.814
C 2.074 4.149 3.240
H -5.696 2.513 0.469
H -4.759 0.206 0.351
H -1.874 4.043 0.619
H -0.119 3.480 1.741
H 2.720 0.362 2.379
H 3.058 -1.623 2.265
H 1.904 -5.222 0.617
H -0.367 -4.313 0.176
H 4.278 1.954 1.964
H 5.798 3.525 3.077
H 2.684 5.878 4.343
H 1.023 4.382 3.341
N -3.637 -1.051 -1.733
N -3.938 0.156 -2.389
C -2.880 1.050 -2.604
O -3.024 2.035 -3.296
O -1.797 0.677 -2.000
H -3.312 -1.775 -2.372
H -4.441 -1.361 -1.205
H -4.597 0.135 -3.155
C 0.166 -3.996 -4.130
C 0.150 -2.855 -3.142
S -1.294 -2.699 -2.153
C 1.163 -1.997 -2.979
C 2.445 -2.064 -3.761
S 1.089 -0.701 -1.803
H -0.743 -4.590 -4.041
H 1.014 -4.666 -3.965
H 0.224 -3.637 -5.161
H 2.491 -2.943 -4.403
H 3.304 -2.088 -3.087
H 2.561 -1.177 -4.389
C -1.331 -2.014 0.865
H -1.616 -1.519 1.796
H -1.937 -2.907 0.709

14
Properties=species:S:1:pos:R:3 method="wB97M-V/def2-TZVPD" smiles=N#CPc1ccccn1 homo_energy_ha=-0.36013 orbital_gap_ha=0.373
C -0.457 2.544 1.281
C 0.049 -0.484 -1.530
C -0.354 -1.765 -1.045
C 0.467 0.432 -0.618
C -0.516 -2.039 0.287
C 0.311 0.047 0.680
N -1.016 3.246 0.537
N -0.132 -1.125 1.162
P 0.593 1.453 2.198
H 0.315 -0.360 -2.570
H -0.900 -2.522 -1.708
H 0.862 1.405 -0.715
H -1.026 -2.897 0.582
H 1.806 2.066 1.460

22
Properties=species:S:1:pos:R:3 method="wB97M-V/def2-TZVPD" charge=+1 homo_energy_ha=-0.48350 orbital_gap_ha=0.346
C 1.458 1.678 -2.189
C 0.061 0.209 -1.070
C 0.870 1.103 -0.208
C 0.552 0.544 -2.467
C 0.103 0.463 2.000
C -1.234 -0.063 1.541
C -0.064 -1.825 0.190
N 1.653 1.874 -0.945
N 0.302 -1.207 -0.813
N 0.946 1.132 1.059
N -1.081 -1.568 1.250
H 2.139 2.201 -2.934
H -1.048 0.440 -0.965
H -0.262 0.799 -3.074
H 1.177 -0.323 -2.925
H -0.181 1.359 2.655
H 0.734 -0.381 2.395
H -1.874 -0.053 2.319
H -1.628 0.607 0.742
H 0.303 -2.839 0.448
H -0.943 -2.145 2.086
H -1.984 -2.004 0.905

94
Properties=species:S:1:pos:R:3 method="wB97M-V/def2-TZVPD" multiplicity=4 charge=-1 homo_energy_ha="-0.20214 / -0.20984" s2=3.783 orbital_gap_ha="0.264 / 0.262"
Re -1.024 0.279 -0.610
O -1.613 2.886 2.546
C -1.482 2.491 1.405
O -1.013 1.297 1.139
C -1.854 3.396 0.260
C -2.611 4.505 0.583
C -2.959 5.418 -0.392
C -2.506 5.285 -1.687
C -1.712 4.209 -2.002
C -1.415 3.187 -1.071
O -0.774 2.117 -1.436
N -1.205 4.158 -3.390
O -1.816 4.801 -4.226
O -0.208 3.515 -3.610
N -3.803 6.569 -0.045
O -4.154 6.685 1.112
O -4.109 7.338 -0.935
H -2.916 4.647 1.610
H -2.759 6.011 -2.444
S -1.790 -1.772 0.392
C -3.351 -1.000 0.462
C -4.529 -1.571 0.946
C -5.673 -0.801 0.958
C -5.634 0.514 0.497
C -4.438 0.998 0.015
N -3.327 0.255 -0.009
H -4.523 -2.595 1.294
H -6.604 -1.221 1.321
H -6.510 1.145 0.507
H -4.350 2.005 -0.375
S -2.624 -5.728 -3.820
C -2.440 -4.073 -3.935
S -2.372 -3.113 -2.504
C -2.071 -1.687 -3.441
N -2.060 -1.902 -4.711
N -2.279 -3.243 -4.994
C -2.331 -3.551 -6.394
C -2.057 -2.531 -7.308
C -2.112 -2.787 -8.667
C -2.438 -4.052 -9.142
C -2.708 -5.056 -8.229
C -2.656 -4.819 -6.859
S -1.846 -0.050 -2.867
H -1.806 -1.548 -6.947
H -1.900 -1.982 -9.360
H -2.479 -4.247 -10.206
H -2.967 -6.050 -8.573
H -2.866 -5.615 -6.164
S 4.357 -0.038 5.157
C 3.107 -0.409 3.942
C 3.360 -1.220 2.844
C 2.339 -1.431 1.932
N 1.121 -0.897 2.049
C 0.893 -0.119 3.104
C 1.851 0.159 4.071
C 4.897 -1.683 5.567
C 4.104 -2.527 6.334
C 4.571 -3.800 6.617
N 5.752 -4.268 6.202
C 6.505 -3.443 5.477
C 6.128 -2.151 5.136
H 4.331 -1.676 2.694
H 2.521 -2.036 1.049
H -0.100 0.313 3.170
H 1.616 0.810 4.903
H 3.140 -2.195 6.697
H 3.970 -4.480 7.209
H 7.460 -3.834 5.144
H 6.780 -1.521 4.545
C 2.062 4.615 -0.092
C 1.648 3.640 0.807
C 1.642 2.304 0.428
C 2.034 1.925 -0.852
C 2.494 2.905 -1.730
C 2.497 4.241 -1.359
C 1.938 0.523 -1.310
C 0.884 -0.298 -1.215
C 1.029 -1.661 -1.817
C 1.211 -1.803 -3.193
C 1.348 -3.059 -3.767
C 1.333 -4.200 -2.972
C 1.165 -4.069 -1.601
C 0.998 -2.812 -1.033
H 2.051 5.659 0.195
H 1.315 3.917 1.800
H 1.319 1.543 1.128
H 2.805 2.619 -2.729
H 2.823 4.994 -2.066
H 2.820 0.146 -1.834
H 1.204 -0.915 -3.814
H 1.457 -3.148 -4.841
H 1.426 -5.181 -3.420
H 1.138 -4.950 -0.970
H 0.827 -2.725 0.035

36
Properties=species:S:1:pos:R:3 method="wB97M-V/def2-TZVPD" smiles="COC(=O)OC.COC(=O)OC.COC(=O)OC" homo_energy_ha=-0.37672 orbital_gap_ha=0.399
C 0.381 -3.322 1.605
O 0.083 -3.575 0.295
C 0.253 -4.870 -0.153
O 0.800 -5.679 0.557
O -0.321 -5.010 -1.274
C -0.092 -6.174 -2.044
H 1.434 -3.486 1.580
H 0.174 -3.704 2.409
H 0.209 -2.325 1.865
H 0.118 -6.921 -1.237
H 0.893 -5.920 -2.494
H -1.022 -6.148 -2.694
C -1.631 5.316 -0.161
O -0.856 4.624 0.678
C 0.473 4.345 0.345
O 0.895 4.562 -0.772
O 1.236 3.980 1.371
C 2.545 3.450 1.012
H -1.216 6.293 -0.428
H -2.641 5.416 0.238
H -2.026 4.658 -0.976
H 3.317 3.578 1.830
H 3.166 3.880 0.540
H 2.305 2.472 0.612
C -2.082 1.604 1.303
O -1.593 0.402 0.716
C -0.659 0.400 -0.255
O -0.444 1.476 -0.842
O -0.292 -0.745 -0.652
C 0.625 -0.957 -1.676
H -1.299 2.114 1.732
H -2.599 1.467 2.181
H -2.674 2.098 0.579
H 0.622 -0.277 -2.504
H 0.408 -2.094 -1.917
H 1.516 -0.934 -1.359

Computed values of energy above the lowest of the compared OMol25 structures with the same formula, charge and spin (unit: kJ/mol) for the preceding records, in sequence: 422.93, 0.00, 78.57, 24.06, 416.31, 0.00, 621.10.
Computed values of max |F| (unit: eV/A) for the preceding records, in sequence: 6.887, 6.849, 1.289, 4.186, 3.966, 0.885, 12.815.
Computed values of energy (unit: hartree) for the preceding records, in sequence: -233.2259, -2270.8135, -3162.8712, -682.4280, -491.9936, -4673.9001, -1030.6697.